Record 1
# C36H66F4O18S8

A cluster of 7 separate species, C36H66F4O18S8 in total (the ωB97M-V functional and the def2-TZVPD basis, the Open Molecules 2025 dataset).

Element x y z (Å)
C  -1.532  -1.635  5.784
C  -0.801  -0.920  4.623
S  0.290  -2.115  3.781
C  -0.157  -2.048  2.036
C  0.713  -1.135  1.125
C  0.724  0.325  1.610
C  1.753  0.731  2.683
C  2.011  2.266  2.583
C  3.097  2.589  1.568
O  4.264  2.561  1.875
O  2.755  2.911  0.309
O  -0.139  -1.052  -0.069
S  0.239  -2.164  -1.156
O  0.488  -1.659  -2.455
O  -0.793  -3.138  -1.053
O  1.601  -2.592  -0.483
C  2.063  -1.785  0.665
C  2.703  -2.875  1.522
C  3.507  -2.449  2.753
F  4.650  -3.262  2.795
C  3.079  -0.833  -0.057
F  3.755  -1.549  -0.989
F  4.008  -0.340  0.767
F  2.449  0.144  -0.707
H  -0.902  -2.461  6.111
H  -1.628  -0.944  6.619
H  -2.481  -2.050  5.451
H  -0.144  -0.169  5.062
H  -1.495  -0.437  3.938
H  -1.163  -1.647  1.927
H  -0.179  -3.039  1.580
H  0.782  1.006  0.765
H  -0.264  0.501  2.045
H  1.391  0.560  3.691
H  2.726  0.255  2.576
H  2.268  2.700  3.545
H  1.082  2.724  2.240
H  1.788  2.916  0.153
H  3.389  -3.429  0.881
H  1.938  -3.586  1.828
H  2.992  -2.614  3.695
H  3.870  -1.424  2.735
O  6.370  -7.054  -3.364
S  6.248  -6.245  -2.173
O  5.856  -6.833  -0.915
C  7.764  -5.320  -1.953
C  7.532  -4.032  -2.736
C  6.096  -3.597  -2.412
C  5.201  -4.836  -2.539
H  8.605  -5.908  -2.315
H  7.876  -5.123  -0.887
H  8.259  -3.266  -2.467
H  7.627  -4.226  -3.807
H  6.053  -3.213  -1.390
H  5.754  -2.802  -3.073
H  4.376  -4.819  -1.836
H  4.823  -4.960  -3.547
O  -2.334  -2.810  9.044
S  -1.510  -1.766  9.597
O  -0.146  -1.581  9.170
C  -2.390  -0.212  9.461
C  -3.204  -0.127  10.748
C  -2.264  -0.589  11.870
C  -1.573  -1.872  11.390
H  -2.998  -0.219  8.560
H  -1.646  0.583  9.409
H  -3.573  0.883  10.920
H  -4.065  -0.796  10.688
H  -1.517  0.183  12.060
H  -2.801  -0.760  12.802
H  -0.559  -1.963  11.771
H  -2.145  -2.761  11.647
O  0.151  3.679  0.167
S  -0.895  4.398  0.870
O  -1.443  3.880  2.098
C  -0.350  6.084  1.113
C  -0.820  6.804  -0.148
C  -2.237  6.285  -0.426
C  -2.209  4.763  -0.291
H  0.729  6.103  1.253
H  -0.851  6.462  2.003
H  -0.799  7.885  -0.021
H  -0.165  6.550  -0.984
H  -2.929  6.709  0.307
H  -2.585  6.574  -1.412
H  -3.142  4.359  0.094
H  -1.965  4.283  -1.236
O  2.449  -4.817  -3.448
S  1.492  -5.669  -2.783
O  1.186  -5.492  -1.387
C  -0.025  -5.674  -3.729
C  0.159  -6.818  -4.722
C  0.786  -7.971  -3.925
C  1.933  -7.383  -3.093
H  -0.161  -4.703  -4.198
H  -0.842  -5.873  -3.035
H  -0.789  -7.107  -5.175
H  0.836  -6.512  -5.522
H  0.035  -8.406  -3.263
H  1.146  -8.765  -4.578
H  2.057  -7.891  -2.140
H  2.876  -7.390  -3.639
O  -3.720  5.353  -2.932
S  -5.153  5.467  -2.776
O  -5.843  4.785  -1.709
C  -5.582  7.205  -2.742
C  -5.799  7.563  -4.209
C  -6.595  6.399  -4.813
C  -5.925  5.100  -4.348
H  -4.780  7.770  -2.270
H  -6.501  7.305  -2.166
H  -6.324  8.512  -4.314
H  -4.835  7.653  -4.716
H  -7.626  6.434  -4.453
H  -6.627  6.453  -5.900
H  -6.643  4.296  -4.208
H  -5.142  4.781  -5.031
O  -2.149  4.943  -6.440
S  -2.746  3.633  -6.482
O  -4.175  3.454  -6.343
C  -2.190  2.793  -7.960
C  -0.908  2.087  -7.530
C  -1.204  1.482  -6.151
C  -1.894  2.566  -5.314
H  -2.044  3.521  -8.755
H  -2.962  2.078  -8.243
H  -0.611  1.327  -8.251
H  -0.094  2.811  -7.449
H  -1.871  0.625  -6.266
H  -0.299  1.128  -5.661
H  -2.623  2.152  -4.621
H  -1.176  3.179  -4.773

Computed properties:
Lowest unoccupied orbital energy   0.40 eV
Spin multiplicity   1
F_max   1.9 eV/Å
HOMO energy   -0.3236 hartree

Mulliken population analysis, charges in e, atoms 1 to 99: -1.114 -0.199 -0.226 -1.606 0.725 -1.879 0.481 -0.206 0.412 -0.626 -0.455 -0.351 1.408 -0.681 -0.676 0.125 1.681 -1.725 -0.072 -0.425 0.568 -0.115 -0.282 -0.198 0.438 0.129 0.293 0.253 0.427 0.719 0.447 0.488 0.694 0.079 -0.445 0.522 -0.245 0.577 0.468 0.569 0.244 0.079 -0.676 1.218 -0.691 -0.753 -0.763 -0.560 0.148 0.436 0.326 0.373 0.332 0.205 0.367 -0.233 0.299 -0.652 1.215 -0.669 -0.660 -0.722 -0.635 -0.687 0.434 0.394 0.373 0.315 0.296 0.329 0.344 0.352 -0.810 1.348 -0.809 -0.884 -0.791 -0.141 -0.817 0.442 0.393 0.416 0.300 0.231 0.138 0.422 0.291 -0.702 1.313 -0.695 -0.812 -0.605 -0.633 -0.780 0.415 0.385 0.365 0.284 0.296


Record 2
# C10H12BBrO2

A cluster of 2 separate species, C10H12BBrO2 in total (the ωB97M-V functional and the def2-TZVPD basis, the Open Molecules 2025 dataset).

Element x y z (Å)
B  0.185  -0.261  2.033
C  -0.319  1.707  -3.884
C  -1.421  1.027  -3.168
C  0.616  2.374  -3.207
C  -1.593  1.300  -1.822
C  0.515  2.485  -1.826
C  -0.562  1.964  -1.086
C  1.285  -2.461  2.944
C  1.530  -1.105  3.683
C  1.542  -2.136  1.459
C  -0.683  2.170  0.306
O  0.498  -0.201  3.349
O  0.558  -1.054  1.122
Br  -2.453  2.197  1.056
H  -0.244  1.454  -4.974
H  -2.245  0.693  -3.778
H  1.467  2.944  -3.647
H  -2.457  0.817  -1.327
H  1.206  3.135  -1.283
H  2.060  -3.220  3.290
H  0.344  -2.752  3.077
H  1.546  -1.351  4.687
H  2.438  -0.605  3.386
H  2.543  -1.674  1.409
H  1.483  -2.876  0.702
H  -0.025  2.634  1.080

Computed properties:
Lowest unoccupied orbital energy (spin up / spin down)   0.44 / -0.35 eV
Spin multiplicity   1
Energy relative to the best compared isomer or geometry (same formula, charge and spin)   1.944 eV
F_max   6.1 eV/Å
HOMO energy (spin up / spin down)   -0.2610 / -0.2490 hartree

List of natural (NBO) charges in e, atom by atom: 0.986 -0.209 -0.208 -0.225 -0.186 -0.174 -0.179 -0.444 -0.065 -0.069 -0.244 -0.733 -0.745 0.016 0.213 0.214 0.218 0.229 0.207 0.217 0.211 0.187 0.171 0.177 0.201 0.232


Record 3
# C14H51N7O8

A cluster of 8 separate species, C14H51N7O8 in total (the ωB97M-V functional and the def2-TZVPD basis, the Open Molecules 2025 dataset).

Element x y z (Å)
N  0.760  3.630  -0.369
H  -0.216  3.845  -0.517
H  0.930  3.342  0.584
H  1.325  4.435  -0.599
H  1.013  2.926  -1.047
N  1.736  1.770  4.333
H  2.345  2.571  4.420
H  2.135  0.987  3.834
H  0.851  2.046  3.932
H  1.427  1.499  5.255
N  1.929  -2.660  3.416
H  2.833  -3.106  3.356
H  1.678  -2.577  4.390
H  1.290  -3.251  2.903
H  1.978  -1.754  2.972
N  1.511  0.578  1.353
O  0.801  0.228  0.432
O  1.859  -0.216  2.220
O  1.872  1.732  1.438
C  -4.154  -0.140  0.512
C  -2.986  0.545  -0.173
O  -3.359  1.116  -1.419
O  -5.349  0.618  0.653
H  -3.824  -0.564  1.460
H  -4.474  -0.955  -0.135
H  -2.114  -0.109  -0.150
H  -2.643  1.347  0.481
H  -3.339  0.359  -2.009
H  -5.487  0.933  -0.243
C  1.980  2.444  -4.025
C  1.933  1.220  -3.153
C  3.355  0.681  -2.616
O  4.251  0.503  -3.686
C  5.582  0.210  -3.228
N  0.991  1.586  -2.166
H  2.414  3.397  -3.723
H  0.972  2.660  -4.380
H  2.442  2.087  -4.946
H  1.511  0.411  -3.749
H  3.114  -0.293  -2.190
H  3.749  1.381  -1.879
H  6.113  0.356  -4.169
H  5.737  -0.836  -2.964
H  6.000  0.933  -2.528
H  0.102  1.554  -2.646
H  0.982  0.900  -1.425
C  -0.458  -6.780  -1.685
C  -0.876  -5.527  -2.493
C  0.103  -4.349  -2.492
O  0.127  -3.670  -1.249
C  1.160  -2.646  -1.166
N  -1.194  -5.984  -3.856
H  0.447  -7.181  -2.141
H  -1.385  -7.353  -1.660
H  -0.073  -6.565  -0.688
H  -1.813  -5.137  -2.097
H  -0.171  -3.652  -3.284
H  1.113  -4.753  -2.570
H  0.967  -1.825  -1.856
H  2.095  -3.134  -1.443
H  1.209  -2.248  -0.152
H  -0.402  -6.312  -4.389
H  -1.781  -6.803  -3.794
C  -1.477  0.682  3.538
C  -1.474  2.080  2.939
C  -2.920  2.643  2.802
O  -2.822  3.730  1.906
C  -4.061  4.416  1.812
N  -0.592  2.928  3.715
H  -0.631  0.044  3.286
H  -2.387  0.172  3.222
H  -1.480  0.723  4.627
H  -1.086  2.143  1.922
H  -3.170  3.080  3.769
H  -3.658  1.969  2.366
H  -4.929  3.770  1.680
H  -4.034  5.131  0.990
H  -4.187  5.091  2.658
H  -0.667  3.874  3.369
H  -1.050  3.072  4.603

Computed properties:
Lowest unoccupied orbital energy (spin up / spin down)   -7.56 / -12.34 eV
Total charge   +3
Spin multiplicity   2
<S²>   0.754
F_max   3.5 eV/Å
HOMO energy (spin up / spin down)   -0.5786 / -0.5786 hartree

List of Mulliken charges in e, atom by atom: -0.120 0.404 0.211 0.466 0.176 -0.098 0.392 0.341 0.046 0.439 -0.311 0.419 0.405 0.367 0.350 1.098 -0.545 -1.126 -0.764 -0.905 0.876 -0.594 -0.510 0.360 0.457 -0.162 -0.249 0.380 0.349 -1.707 0.525 -0.510 -0.366 -0.734 -0.398 0.310 0.472 0.431 0.254 0.197 0.400 0.285 0.276 0.320 0.310 -0.091 -1.285 0.250 -0.743 -0.371 -0.645 -0.123 0.426 0.465 0.318 0.336 0.398 0.390 0.285 0.504 0.038 0.346 0.354 -1.225 1.172 -1.157 -0.333 -0.817 -0.576 0.041 0.356 0.421 -0.453 0.638 0.375 0.308 0.285 0.339 0.232 0.323


Record 4
# C16H18F8N3O

A cluster of 2 separate species, C16H18F8N3O in total (the ωB97M-V functional and the def2-TZVPD basis, the Open Molecules 2025 dataset).

Element x y z (Å)
C  4.382  -3.890  -0.885
C  4.495  -3.037  0.153
C  4.392  -1.687  -0.080
C  4.183  -1.247  -1.349
C  3.999  0.232  -1.652
C  2.502  0.423  -1.962
C  1.660  0.084  -0.703
C  0.748  -1.049  -0.893
N  -0.489  -1.150  -0.446
N  -1.087  -2.315  -0.766
C  -0.183  -2.964  -1.419
N  0.963  -2.221  -1.506
C  4.092  -2.115  -2.401
C  4.196  -3.459  -2.160
H  4.441  -4.955  -0.702
H  4.640  -3.378  1.166
H  4.472  -0.945  0.702
H  4.278  0.854  -0.804
H  4.608  0.512  -2.507
H  2.224  -0.250  -2.768
H  2.327  1.460  -2.228
H  2.266  -0.077  0.185
H  1.044  0.954  -0.471
H  -0.967  -0.437  0.093
H  -0.345  -3.943  -1.825
H  1.843  -2.493  -1.945
H  3.934  -1.716  -3.393
H  4.125  -4.134  -2.999
C  -3.473  2.011  0.620
C  -2.417  2.007  1.749
C  -2.614  1.047  2.930
F  -3.733  1.296  3.615
F  -1.572  1.190  3.783
F  -2.225  3.259  2.182
F  -1.226  1.615  1.156
O  -4.472  3.018  0.605
C  -5.669  2.899  1.301
C  -5.817  3.967  2.392
F  -4.797  3.914  3.269
F  -6.963  3.753  3.068
F  -5.836  1.650  1.774
F  -6.653  3.107  0.409
H  -2.900  2.223  -0.284
H  -3.901  1.018  0.466
H  -2.632  0.007  2.585
H  -5.841  4.963  1.944

Computed properties:
Lowest unoccupied orbital energy   -2.91 eV
Total charge   +1
Spin multiplicity   1
F_max   2.5 eV/Å
HOMO energy   -0.4703 hartree

List of natural (NBO) charges in e, atom by atom: -0.173 -0.190 -0.233 -0.021 -0.416 -0.378 -0.479 0.480 -0.308 -0.204 0.195 -0.504 -0.273 -0.230 0.221 0.230 0.220 0.219 0.236 0.202 0.237 0.269 0.259 0.449 0.253 0.478 0.224 0.230 -0.134 0.599 0.524 -0.302 -0.319 -0.292 -0.368 -0.508 0.849 0.502 -0.320 -0.312 -0.317 -0.310 0.222 0.206 0.129 0.157